No. 1
{
  "formula": "C10H23NO3P",
  "method": "the ωB97M-V functional and the def2-TZVPD basis",
  "species": ["C", "N", "P", "C", "O", "H", "H", "H", "H", "H", "H", "H", "C", "C", "C", "O", "C", "H", "H", "H", "H", "H", "H", "H", "H", "C", "C", "C", "O", "C", "H", "H", "H", "H", "H", "H", "H", "H"],
  "positions_angstrom": [[-1.430, 3.669, 2.457], [-2.125, 2.491, 1.948], [-3.348, 2.097, 2.943], [-4.797, 3.219, 2.516], [-4.010, 0.730, 2.200], [-0.337, 3.547, 2.384], [-1.643, 3.903, 3.521], [-1.698, 4.584, 1.900], [-5.522, 2.732, 1.851], [-4.462, 4.142, 2.034], [-5.326, 3.477, 3.442], [-3.621, -0.010, 2.666], [-0.592, -0.374, -0.796], [-0.815, -1.841, -1.152], [-0.717, -2.504, 0.216], [-1.188, -1.558, 1.162], [-1.313, -0.251, 0.541], [-0.980, 0.321, -1.539], [0.479, -0.181, -0.675], [-1.818, -1.980, -1.566], [-0.091, -2.234, -1.866], [0.328, -2.755, 0.453], [-1.312, -3.418, 0.291], [-2.370, -0.025, 0.411], [-0.902, 0.511, 1.196], [4.464, -0.553, -2.034], [4.546, -1.983, -1.504], [3.077, -2.390, -1.501], [2.466, -1.682, -2.580], [3.346, -0.670, -3.062], [5.396, -0.188, -2.465], [4.169, 0.127, -1.232], [5.113, -2.610, -2.196], [5.004, -2.061, -0.519], [2.586, -2.100, -0.566], [2.927, -3.460, -1.651], [3.736, -0.976, -4.041], [2.784, 0.256, -3.189]],
  "e_homo_ev": -1.909,
  "gap_ev": 4.4880,
  "spin_multiplicity": 1,
  "charge": -1,
  "max_force_ha_per_bohr": 0.0099,
  "total_energy_ev": -27663.875
}

=====

No. 2
{
  "formula": "C5H7N",
  "method": "the ωB97M-V functional and the def2-TZVPD basis",
  "species": ["C", "C", "C", "C", "N", "C", "H", "H", "H", "H", "H", "H", "H"],
  "positions_angstrom": [[0.405, -1.559, -0.046], [0.613, -0.350, -0.769], [-0.196, 0.922, -0.580], [-1.269, 0.607, 0.440], [-0.219, 0.061, 1.332], [0.739, 0.696, 0.539], [0.828, -1.741, 0.926], [0.189, -2.472, -0.615], [1.158, -0.364, -1.720], [-0.172, 1.668, -1.370], [-1.654, 1.541, 0.866], [-2.090, -0.072, 0.191], [1.732, 1.028, 0.822]],
  "e_homo_ev": -8.438,
  "gap_ev": 8.8454,
  "de_lowest_kj_mol": 527.6,
  "spin_multiplicity": 1,
  "charge": 0,
  "max_force_ha_per_bohr": 0.0094,
  "total_energy_ev": -6783.044
}

=====

No. 3
{
  "formula": "C36H36Li2O16S",
  "method": "the ωB97M-V functional and the def2-TZVPD basis",
  "species": ["Li", "Li", "S", "O", "O", "O", "O", "C", "C", "C", "C", "C", "C", "O", "O", "H", "H", "H", "H", "H", "H", "C", "C", "C", "C", "C", "C", "O", "O", "H", "H", "H", "H", "H", "H", "C", "C", "C", "C", "C", "C", "O", "O", "H", "H", "H", "H", "H", "H", "C", "C", "C", "C", "C", "C", "O", "O", "H", "H", "H", "H", "H", "H", "C", "C", "C", "C", "C", "C", "O", "O", "H", "H", "H", "H", "H", "H", "C", "C", "C", "C", "C", "C", "O", "O", "H", "H", "H", "H", "H", "H"],
  "positions_angstrom": [[-0.002, -2.305, 2.295], [-0.900, -1.555, -3.657], [-0.034, -0.885, -0.660], [-0.959, 0.194, -0.456], [1.271, -0.437, -0.904], [-0.007, -1.718, 0.492], [-0.310, -1.617, -1.859], [3.468, -0.887, -3.558], [4.315, -0.616, -4.537], [4.945, -1.649, -5.294], [4.843, -3.062, -4.760], [4.082, -3.327, -3.719], [3.386, -2.250, -3.072], [2.503, -2.517, -2.019], [5.831, -1.296, -6.304], [2.882, -0.159, -2.942], [4.454, 0.456, -4.717], [5.519, -3.822, -5.093], [4.026, -4.180, -3.320], [1.953, -1.684, -1.791], [6.791, -1.259, -6.100], [2.646, 4.712, 0.288], [1.981, 3.690, -0.416], [2.647, 2.795, -1.184], [4.132, 2.826, -1.214], [4.717, 3.794, -0.386], [4.052, 4.712, 0.369], [4.874, 5.656, 1.120], [2.008, 1.909, -1.971], [2.115, 5.660, 0.868], [1.015, 3.569, -0.523], [4.480, 2.146, -1.895], [5.698, 3.776, -0.533], [6.008, 5.594, 1.048], [1.946, 1.187, -1.574], [-5.033, 3.697, -1.468], [-3.873, 3.109, -2.058], [-3.598, 1.800, -1.825], [-4.502, 1.066, -1.077], [-5.650, 1.575, -0.590], [-5.939, 2.921, -0.695], [-7.172, 3.457, -0.057], [-2.504, 1.085, -2.436], [-5.132, 4.786, -1.640], [-3.418, 3.851, -2.644], [-4.458, -0.085, -0.755], [-6.343, 1.033, 0.002], [-7.540, 4.272, -0.533], [-1.980, 0.843, -1.798], [-4.131, -3.653, 0.258], [-2.976, -3.290, -0.526], [-2.132, -4.386, -0.971], [-2.609, -5.690, -0.861], [-3.821, -5.969, -0.229], [-4.649, -4.970, 0.265], [-5.857, -5.210, 0.951], [-0.949, -4.048, -1.583], [-4.896, -2.820, 0.455], [-2.826, -2.172, -0.450], [-1.964, -6.519, -1.000], [-3.914, -7.031, -0.242], [-5.847, -6.135, 1.226], [-0.377, -3.223, -1.558], [3.848, 2.260, 2.750], [3.335, 1.263, 1.907], [3.561, -0.154, 2.094], [4.452, -0.606, 3.132], [5.081, 0.399, 4.008], [4.887, 1.812, 3.663], [5.672, 2.625, 4.348], [2.869, -0.937, 1.339], [3.587, 3.322, 2.677], [2.508, 1.546, 1.484], [4.871, -1.674, 3.411], [5.902, 0.150, 4.808], [6.421, 2.192, 4.578], [2.268, -0.558, 0.693], [-3.717, 0.669, 4.802], [-2.766, 1.088, 3.851], [-2.764, 0.696, 2.574], [-3.689, -0.287, 2.188], [-4.592, -0.857, 3.090], [-4.675, -0.319, 4.419], [-5.483, -0.785, 5.299], [-1.904, 1.216, 1.668], [-3.675, 1.069, 5.809], [-1.983, 1.955, 4.002], [-3.473, -0.747, 1.240], [-5.397, -1.470, 2.973], [-5.595, -0.401, 6.156], [-1.833, 0.792, 0.856]],
  "e_homo_ev": -7.204,
  "gap_ev": 6.1229,
  "de_lowest_kj_mol": 284.1,
  "spin_multiplicity": 1,
  "charge": 0,
  "max_force_ha_per_bohr": 0.2265,
  "total_energy_ev": -81912.809
}

=====

No. 4
{
  "formula": "C16H42B2BeF8N2O8",
  "method": "the ωB97M-V functional and the def2-TZVPD basis",
  "species": ["Be", "B", "F", "F", "F", "F", "B", "F", "F", "F", "F", "C", "O", "C", "C", "N", "C", "C", "O", "C", "H", "H", "H", "H", "H", "H", "H", "H", "H", "H", "H", "H", "H", "H", "H", "C", "O", "C", "C", "N", "C", "C", "O", "C", "H", "H", "H", "H", "H", "H", "H", "H", "H", "H", "H", "H", "H", "H", "H", "C", "C", "O", "O", "H", "H", "H", "H", "H", "H", "C", "C", "O", "O", "H", "H", "H", "H", "H", "H"],
  "positions_angstrom": [[0.621, -0.574, 1.761], [2.147, -0.825, -3.103], [1.024, -0.032, -2.972], [1.730, -2.027, -3.432], [2.948, -0.172, -4.051], [2.928, -0.831, -1.930], [4.795, -1.295, 4.452], [3.478, -1.005, 4.851], [4.686, -1.667, 3.088], [5.481, -0.076, 4.613], [5.300, -2.383, 5.220], [2.559, 3.288, 1.619], [1.237, 2.843, 1.932], [0.402, 3.895, 2.431], [-1.029, 3.571, 2.621], [-1.317, 2.332, 3.250], [-0.649, 2.291, 4.606], [-1.265, 1.187, 5.446], [-1.234, -0.003, 4.647], [-1.714, -1.159, 5.336], [2.519, 4.304, 1.225], [2.992, 2.704, 0.808], [3.378, 3.111, 2.316], [0.560, 4.733, 1.753], [0.819, 4.233, 3.380], [-1.405, 3.650, 1.601], [-1.492, 4.379, 3.189], [-2.326, 2.367, 3.227], [-0.753, 3.253, 5.109], [0.424, 2.145, 4.482], [-2.295, 1.348, 5.765], [-0.748, 1.074, 6.399], [-2.417, -0.930, 6.138], [-0.951, -1.710, 5.886], [-2.216, -1.885, 4.697], [-2.929, -1.676, 0.301], [-2.128, -2.702, 0.910], [-2.592, -3.990, 0.457], [-1.728, -5.059, 1.139], [-0.327, -4.694, 0.988], [0.775, -5.600, 1.578], [0.690, -5.843, 3.066], [-0.537, -6.621, 3.316], [-0.357, -7.710, 4.266], [-2.862, -0.601, 0.467], [-3.930, -2.108, 0.290], [-2.580, -1.581, -0.727], [-2.924, -4.079, -0.578], [-3.542, -4.046, 0.988], [-1.996, -5.907, 0.509], [-1.975, -5.178, 2.194], [0.021, -4.802, 0.045], [1.747, -5.248, 1.232], [0.862, -6.539, 1.033], [0.534, -4.861, 3.513], [1.572, -6.343, 3.467], [-1.270, -7.962, 4.805], [0.277, -7.311, 5.058], [0.067, -8.580, 3.765], [0.264, 6.452, -4.409], [0.048, 7.962, -4.079], [-0.433, 8.212, -2.728], [-0.607, 5.490, -3.816], [1.299, 6.142, -4.263], [0.209, 6.220, -5.473], [-0.620, 8.512, -4.743], [0.977, 8.513, -4.229], [-1.121, 7.619, -2.416], [-0.381, 4.576, -4.004], [-0.660, 0.685, -10.653], [-0.258, 0.683, -9.155], [0.887, 1.393, -8.839], [-0.656, 2.073, -11.145], [-1.631, 0.192, -10.690], [-0.123, -0.062, -11.237], [-0.256, -0.396, -9.003], [-1.151, 1.096, -8.684], [0.998, 0.979, -7.980], [0.130, 2.566, -10.896]],
  "e_homo_ev": -9.847,
  "gap_ev": 2.3003,
  "de_lowest_kj_mol": 1073.7,
  "spin_multiplicity": 1,
  "charge": 0,
  "max_force_ha_per_bohr": 0.0763,
  "total_energy_ev": -60121.693
}

=====

No. 5
{
  "formula": "C4H6N2",
  "method": "the ωB97M-V functional and the def2-TZVPD basis",
  "species": ["C", "N", "C", "C", "N", "C", "H", "H", "H", "H", "H", "H"],
  "positions_angstrom": [[-1.526, -0.328, -0.311], [-0.217, -0.217, 0.366], [0.875, -1.184, -0.175], [1.892, -0.289, -0.265], [1.603, 1.080, 0.041], [0.386, 1.127, 0.385], [-1.403, -0.023, -1.352], [-1.832, -1.373, -0.273], [-2.263, 0.312, 0.184], [-0.315, -0.551, 1.329], [2.911, -0.522, -0.553], [-0.194, 2.000, 0.664]],
  "e_homo_ev": -8.487,
  "gap_ev": 9.0391,
  "de_lowest_kj_mol": 366.5,
  "spin_multiplicity": 1,
  "charge": 0,
  "max_force_ha_per_bohr": 0.0103,
  "total_energy_ev": -7221.793
}

=====

No. 6
{
  "formula": "C10H18FN2",
  "method": "the ωB97M-V functional and the def2-TZVPD basis",
  "species": ["C", "C", "C", "C", "C", "C", "C", "C", "C", "C", "N", "N", "F", "H", "H", "H", "H", "H", "H", "H", "H", "H", "H", "H", "H", "H", "H", "H", "H", "H", "H"],
  "positions_angstrom": [[-1.209, -3.098, -0.118], [-1.808, -1.951, -0.553], [-3.018, 0.865, -0.053], [2.700, 0.592, -0.381], [2.443, 0.663, 1.123], [1.692, 1.353, -1.242], [1.586, -0.495, 1.642], [0.228, 1.086, -0.888], [0.133, -0.440, 1.184], [-0.033, -0.325, -0.346], [-1.213, -0.822, -0.876], [-3.785, 1.677, -0.687], [-3.427, 0.563, 1.165], [-1.774, -4.011, -0.037], [-0.141, -3.169, 0.006], [-2.852, -2.003, -0.849], [3.692, 0.988, -0.604], [2.723, -0.462, -0.687], [3.399, 0.618, 1.650], [1.977, 1.616, 1.378], [1.883, 2.425, -1.158], [1.866, 1.082, -2.287], [2.042, -1.437, 1.326], [1.596, -0.482, 2.732], [-0.119, 1.791, -0.129], [-0.390, 1.235, -1.774], [-0.389, -1.335, 1.532], [-0.358, 0.424, 1.634], [0.752, -0.973, -0.790], [-3.556, 1.960, -1.630], [-4.640, 2.064, -0.281]],
  "e_homo_ev": [-13.141, -13.395],
  "gap_ev": [6.9400, 7.4294],
  "de_lowest_kj_mol": 236.5,
  "spin_multiplicity": 1,
  "charge": 1,
  "max_force_ha_per_bohr": 0.0303,
  "total_energy_ev": -16348.759
}